[1]
This record from the OMol25 dataset describes a 10-piece molecular cluster, C36H53BCl20INO7P2S overall. The level of theory is wB97M-V/def2-TZVPD.

Last column: Mulliken charge in e.
Atoms and positions in Å:
C 4.152 -5.283 -1.690  0.23
C 3.335 -4.405 -1.578  -1.16
C 2.348 -3.285 -1.307  0.16
C 1.024 -3.216 -1.939  -0.44
C 0.102 -2.089 -1.591  -0.03
P -1.587 -2.135 -2.444  0.22
O -1.316 -1.901 -4.113  -0.52
I -2.419 -4.463 -2.174  0.03
C 0.485 -0.998 -0.635  -0.47
C -0.557 0.143 -0.397  -0.11
Cl 0.193 1.808 -0.291  -0.09
C -1.445 -0.213 0.889  -0.45
C -3.015 -0.081 0.599  -0.80
C 1.834 -1.075 0.027  -0.29
C 2.709 -2.228 -0.341  0.72
S 4.367 -2.302 0.449  -0.32
C 4.789 -0.514 0.530  0.55
C 6.163 -0.047 0.324  0.12
O 7.178 -0.993 0.091  -0.62
C 6.503 1.401 0.362  0.19
C 7.981 1.865 0.100  -1.51
P 8.059 2.331 -1.735  1.06
O 9.341 1.937 -2.377  -0.74
O 7.629 3.932 -1.961  -0.49
O 6.852 1.376 -2.463  -0.52
C 5.366 2.336 0.634  0.69
B 5.714 3.910 0.700  1.03
O 5.173 4.815 -0.262  -0.71
O 6.559 4.383 1.725  -0.50
C 3.966 1.846 0.835  0.11
Cl 2.726 3.116 1.111  -0.17
C 3.620 0.392 0.787  -0.61
N 2.259 -0.075 1.001  0.07
H 4.857 -6.111 -1.882  0.43
H 0.704 -4.000 -2.674  0.40
H -0.364 -1.676 -4.213  0.35
H -1.296 0.213 -1.251  0.38
H -1.128 0.351 1.810  0.37
H -1.282 -1.324 1.060  0.33
H -3.584 -0.953 1.043  0.31
H -3.240 -0.122 -0.512  0.28
H -3.446 0.885 0.976  0.03
H 7.177 -1.121 -0.880  0.35
H 8.293 2.754 0.708  0.32
H 8.727 1.025 0.215  0.39
H 7.124 3.961 -2.798  0.30
H 6.331 2.005 -2.998  0.29
H 4.382 5.219 0.157  0.20
H 7.078 3.656 2.112  0.32
H 2.218 -0.470 1.955  0.33
Cl -3.986 -7.951 -2.594  -0.21
C -5.748 -7.829 -2.843  0.49
C -6.192 -6.409 -3.104  -0.52
Cl -6.024 -5.377 -1.659  -0.20
H -6.242 -8.248 -1.968  -0.05
H -5.989 -8.458 -3.700  -0.21
H -7.247 -6.396 -3.381  0.33
H -5.622 -5.953 -3.914  0.38
Cl -8.450 -8.948 -0.808  -0.12
C -8.882 -7.695 0.383  -0.56
C -7.909 -7.649 1.539  -0.37
Cl -8.026 -9.097 2.572  -0.19
H -9.900 -7.887 0.721  0.39
H -8.874 -6.741 -0.146  0.30
H -8.128 -6.789 2.173  0.33
H -6.879 -7.563 1.192  0.25
Cl -3.516 3.846 1.147  -0.09
C -3.101 5.516 0.689  -0.51
C -1.843 5.584 -0.145  -0.48
Cl -0.391 5.163 0.795  -0.13
H -3.009 6.103 1.604  0.31
H -3.946 5.906 0.119  0.31
H -1.697 6.600 -0.515  0.31
H -1.895 4.914 -1.004  0.29
Cl 10.621 6.145 0.575  -0.20
C 8.874 6.402 0.333  0.13
C 8.541 7.850 0.054  -0.46
Cl 8.797 8.889 1.482  -0.22
H 8.352 6.035 1.217  0.17
H 8.579 5.785 -0.517  -0.10
H 7.489 7.941 -0.218  0.27
H 9.140 8.249 -0.765  0.38
Cl -10.005 -13.265 -1.983  -0.19
C -9.001 -13.639 -0.558  -0.49
C -8.051 -12.514 -0.217  -0.26
Cl -6.769 -12.323 -1.442  -0.16
H -8.468 -14.569 -0.756  0.32
H -9.686 -13.810 0.274  0.34
H -7.553 -12.724 0.731  0.34
H -8.573 -11.562 -0.123  0.11
Cl -6.260 3.853 4.030  -0.18
C -5.255 3.479 5.452  -0.44
C -4.280 4.591 5.772  -0.50
Cl -3.005 4.741 4.537  -0.12
H -4.740 2.537 5.264  0.31
H -5.936 3.333 6.292  0.32
H -3.781 4.384 6.719  0.30
H -4.785 5.553 5.856  0.31
Cl 7.876 14.423 4.107  -0.19
C 7.934 12.642 4.114  -0.45
C 7.577 12.054 2.768  -0.10
Cl 5.859 12.287 2.360  -0.18
H 7.265 12.286 4.897  0.33
H 8.953 12.360 4.382  0.30
H 7.750 10.976 2.776  -0.07
H 8.176 12.490 1.969  0.38
Cl -7.515 -11.919 -7.595  -0.19
C -7.442 -12.446 -5.894  -0.45
C -8.247 -11.549 -4.982  0.05
Cl -7.522 -9.927 -4.822  -0.23
H -6.394 -12.482 -5.597  0.31
H -7.841 -13.461 -5.860  0.32
H -8.285 -11.978 -3.980  -0.21
H -9.269 -11.428 -5.339  0.36
Cl 1.909 10.122 3.565  -0.19
C 2.602 10.563 1.985  -0.32
C 1.869 9.912 0.835  -0.52
Cl 2.132 8.150 0.794  -0.12
H 3.658 10.292 1.991  0.22
H 2.531 11.649 1.901  0.29
H 2.237 10.308 -0.112  0.29
H 0.796 10.095 0.887  0.34

Atoms 1-3, force components in eV/Å:
C 0.433 -0.762 -0.453
C -1.446 1.659 0.576
C -0.644 0.629 0.184

- net charge = 0
- E (hartree) = -12592.36122
- orbital gap (Eh) = 0.2960
- highest occupied orbital energy (eV) = -8.530
- SMILES = C#Cc1cc(P(O)I)c([C@H](Cl)CC)c2c1Sc1c(O)c(CP(=O)(O)O)c(B(O)O)c(Cl)c1N2.ClCCCl.ClCCCl.ClCCCl.ClCCCl.ClCCCl.ClCCCl.ClCCCl.ClCCCl.ClCCCl

---

[2]
This record from the OMol25 dataset describes C36H53NP2Sc as an isolated structure. The level of theory is wB97M-V/def2-TZVPD.

Last column: Mulliken charge in e.
Atoms and positions in Å:
Sc 0.767 -0.952 -0.438  -3.42
C -1.218 0.924 -2.616  -1.54
C -1.349 -0.468 -2.287  3.23
C -2.933 0.708 -1.133  0.96
C -2.117 1.636 -1.826  0.94
C -2.491 -0.590 -1.431  -0.07
C -0.474 1.535 -3.743  -1.50
H 0.075 0.801 -4.345  0.27
H 0.217 2.316 -3.399  0.31
H -1.197 1.994 -4.428  0.43
C -2.457 3.051 -2.011  -1.99
H -1.583 3.618 -2.321  0.42
H -2.826 3.466 -1.082  0.28
H -3.237 3.117 -2.775  0.48
C -4.191 1.043 -0.447  -1.70
H -4.371 2.121 -0.381  0.36
H -4.220 0.653 0.570  0.12
H -5.066 0.625 -0.974  0.47
C -3.344 -1.781 -1.252  -1.30
H -4.388 -1.552 -1.519  0.44
H -3.344 -2.094 -0.203  0.11
H -3.036 -2.590 -1.907  0.40
C -0.939 -1.529 -3.229  -2.24
H -1.705 -1.672 -4.002  0.43
H -0.833 -2.489 -2.707  0.40
H -0.020 -1.263 -3.779  0.35
C 4.289 -0.920 -0.240  0.38
C 4.248 -0.505 -1.512  -0.29
C 3.916 -1.244 -2.762  -0.82
C 2.954 -2.463 -2.631  -1.07
C 1.932 -2.286 -1.549  2.42
C 2.130 -2.814 -0.305  0.05
C 3.422 -3.283 0.331  -1.25
C 4.610 -2.314 0.153  -1.12
H 4.852 -1.575 -3.245  0.52
H 3.540 -3.358 -2.365  0.40
H 3.507 -0.541 -3.499  0.34
H 5.260 -2.737 -0.625  0.32
H 4.451 -0.178 0.569  0.32
H 4.654 0.509 -1.668  0.58
H 5.305 -2.320 1.023  0.43
H 3.294 -3.448 1.408  0.24
H 1.251 -3.229 0.211  -0.04
H 3.658 -4.321 0.009  0.55
H 2.464 -2.763 -3.594  0.35
H 0.882 -2.132 -1.917  -0.88
P 1.806 1.466 0.538  0.76
P -1.097 -2.538 1.110  1.22
C 1.715 -0.501 1.409  -0.62
C 0.580 -1.442 1.927  -1.26
H 2.312 -0.174 2.241  1.02
H 2.470 -1.017 0.737  -0.15
H 1.112 -2.367 2.175  1.24
H 0.124 -0.967 2.819  0.43
C -1.991 -3.157 2.552  -1.41
H -3.046 -2.926 2.341  0.31
H -1.626 -2.604 3.428  0.39
H -1.706 -4.227 2.519  0.51
C -0.939 -4.046 0.151  -1.33
H -0.441 -4.759 0.792  0.62
H -0.405 -3.886 -0.772  0.31
H -1.942 -4.368 -0.115  0.43
C 3.450 2.385 0.877  -1.29
H 3.678 2.853 -0.091  0.43
H 4.152 1.636 1.214  0.36
H 3.178 3.096 1.668  0.43
C 1.772 0.881 -1.248  0.74
H 0.863 0.828 -1.900  -0.84
H 2.123 -0.209 -1.276  -0.40
H 2.602 1.391 -1.720  1.23
C -1.585 0.335 5.029  -0.80
C -0.382 0.924 4.630  -0.78
C -0.216 1.282 3.301  -0.37
C -1.209 0.950 2.338  -1.16
C -2.381 0.281 2.750  0.66
C -2.577 0.020 4.097  -0.92
N -1.026 1.356 1.030  2.13
C -1.235 2.714 0.886  0.89
C -2.395 3.299 1.505  -0.51
C -2.576 4.685 1.595  -0.68
C -1.651 5.563 1.026  -0.75
C -0.549 5.015 0.364  -1.15
C -0.348 3.640 0.274  -0.78
H -1.723 -0.008 6.054  0.38
H 0.401 1.160 5.360  0.46
H 0.672 1.844 2.976  0.49
H -3.100 0.063 1.970  0.17
H -3.518 -0.441 4.395  0.48
H -3.116 2.625 2.009  0.29
H -3.437 5.078 2.163  0.39
H -1.846 6.636 1.036  0.40
H 0.178 5.679 -0.075  0.46
H 0.540 3.247 -0.216  0.53

Atoms 1-3, force components in eV/Å:
Sc -5.451 1.486 0.627
C -0.281 0.226 1.099
C 0.548 0.154 0.646

- net charge = +1
- E (hartree) = -2901.10359
- orbital gap (spin up / spin down) (Eh) = 0.1861 / 0.1779
- highest occupied orbital energy (spin up / spin down) (eV) = -8.513 / -8.447
- energy relative to the best compared isomer or geometry (same formula, charge and spin) (kcal per mole) = 29.3

---

[3]
This record from the OMol25 dataset describes a 9-piece molecular cluster, C36H54Cl6O16 overall. The level of theory is wB97M-V/def2-TZVPD.

Last column: Mulliken charge in e.
Atoms and positions in Å:
O -2.541 0.034 -4.592  -0.73
C -2.777 -0.961 -3.847  0.99
C -3.295 -0.912 -2.482  -0.51
C -3.554 -2.024 -1.711  0.39
O -4.098 -1.920 -0.432  -0.41
C -3.445 -3.359 -2.251  0.99
O -3.785 -4.374 -1.627  -0.59
C -2.830 -3.441 -3.592  -1.04
C -2.564 -2.356 -4.311  0.26
O -1.996 -2.477 -5.506  -0.54
H -3.483 0.080 -2.099  0.47
H -4.257 -2.791 -0.059  -0.05
H -2.609 -4.422 -3.986  0.43
H -2.079 -1.681 -6.036  0.35
O 3.594 0.714 1.126  -0.49
C 4.669 0.142 0.834  0.88
C 5.829 0.169 1.676  -1.03
C 6.954 -0.500 1.340  0.50
O 7.938 -0.490 2.261  -0.51
C 7.184 -1.439 0.196  0.31
O 8.268 -1.965 -0.049  -0.61
C 5.972 -1.474 -0.575  -0.69
C 4.785 -0.782 -0.369  0.59
O 3.691 -1.093 -1.165  -0.20
H 5.717 0.701 2.609  0.44
H 8.603 -1.116 1.965  0.34
H 6.100 -2.235 -1.330  0.44
H 2.933 -0.551 -0.935  0.38
O 2.755 3.311 -4.910  -0.62
C 3.175 2.268 -5.430  0.83
C 4.649 2.062 -5.600  -0.81
C 5.225 1.087 -6.328  0.27
O 6.573 1.067 -6.594  -0.54
C 4.399 0.027 -6.942  0.60
O 4.861 -0.667 -7.784  -0.54
C 2.928 0.117 -6.604  -0.76
C 2.357 1.125 -5.929  0.54
O 1.023 1.214 -5.881  -0.58
H 5.206 2.856 -5.124  0.44
H 6.695 0.763 -7.496  0.32
H 2.236 -0.622 -6.979  0.49
H 0.814 2.064 -5.487  0.31
Cl 2.399 -4.736 -3.159  -0.15
C 1.448 -3.352 -2.648  0.58
Cl 0.007 -3.690 -1.669  -0.04
Cl 0.957 -2.398 -4.100  -0.09
H 2.101 -2.732 -2.033  -0.35
Cl -1.789 4.581 -2.460  -0.08
C -2.128 4.938 -0.793  -0.09
Cl -1.859 3.485 0.301  -0.07
Cl -3.800 5.457 -0.663  -0.12
H -1.517 5.764 -0.428  0.33
C -2.082 -0.547 3.502  -0.78
C -2.563 0.387 4.639  -0.32
O -3.916 0.658 4.535  -0.48
C -4.824 -0.442 4.449  0.36
C -6.237 -0.004 4.661  -1.33
H -1.022 -0.448 3.265  0.51
H -2.261 -1.590 3.761  0.27
H -2.676 -0.323 2.616  0.21
H -2.370 0.072 5.664  0.31
H -2.085 1.364 4.573  0.05
H -4.692 -0.859 3.450  -0.17
H -4.522 -1.260 5.103  0.31
H -6.578 0.975 4.327  0.35
H -6.457 0.049 5.727  0.35
H -6.886 -0.819 4.340  0.34
C 4.073 6.051 4.435  -1.09
C 2.971 5.020 4.671  -0.10
O 1.892 5.271 3.793  -0.36
C 0.745 4.515 4.134  -0.49
C 0.872 3.016 3.840  -0.50
H 4.977 5.447 4.352  0.28
H 3.883 6.636 3.535  0.30
H 4.282 6.692 5.291  0.28
H 3.399 4.019 4.624  0.20
H 2.750 5.069 5.738  0.29
H 0.515 4.718 5.180  0.38
H -0.191 4.798 3.652  0.34
H 1.791 2.582 4.232  0.35
H 0.939 2.813 2.771  0.24
H 0.011 2.474 4.232  -0.07
C -0.948 -0.396 -0.055  1.20
C 0.505 -0.128 0.126  -0.34
O 1.230 -0.207 -1.144  -0.45
C 1.382 1.058 -1.886  -0.44
C 0.062 1.508 -2.530  0.10
H -1.519 -0.098 0.825  -0.11
H -1.327 0.238 -0.857  -0.47
H -1.175 -1.422 -0.342  -0.60
H 0.691 0.751 0.742  0.00
H 0.940 -1.016 0.585  0.23
H 1.716 1.839 -1.202  0.38
H 2.209 0.869 -2.571  0.26
H -0.459 0.639 -2.930  -0.12
H 0.118 2.208 -3.364  0.21
H -0.563 2.005 -1.788  -0.29
C -6.664 -3.460 1.383  -1.24
C -5.564 -4.153 2.122  -0.28
O -4.244 -3.782 1.572  -0.06
C -3.099 -4.267 2.156  -0.58
C -1.843 -3.588 1.526  -0.36
H -6.328 -2.438 1.560  0.24
H -6.471 -3.503 0.311  0.33
H -7.679 -3.700 1.700  0.37
H -5.725 -3.789 3.136  0.31
H -5.697 -5.226 1.980  0.35
H -3.221 -4.115 3.229  0.40
H -2.975 -5.350 2.126  0.28
H -1.753 -3.867 0.476  0.10
H -0.991 -3.903 2.127  0.44
H -1.982 -2.508 1.580  -0.17

Atoms 1-3, force components in eV/Å:
O -0.634 -2.932 2.072
C -0.077 1.699 -0.672
C -0.258 -0.204 1.029

- net charge = 0
- E (hartree) = -5368.91917
- orbital gap (Eh) = 0.2771
- highest occupied orbital energy (eV) = -9.431
- SMILES = O=C1C=C(O)C(=O)C=C1O.O=C1C=C(O)C(=O)C=C1O.O=C1C=C(O)C(=O)C=C1O.ClC(Cl)Cl.ClC(Cl)Cl.CCOCC.CCOCC.CCOCC.CCOCC

---

[4]
This record from the OMol25 dataset describes a 10-piece molecular cluster, C36H54ClO22 overall. The level of theory is wB97M-V/def2-TZVPD.

Last column: Mulliken charge in e.
Atoms and positions in Å:
Cl 0.464 -0.329 0.784  1.61
O -0.325 -1.183 1.554  -0.63
O -0.170 0.924 0.568  -0.65
O 1.690 -0.060 1.435  -0.68
O 0.820 -0.868 -0.491  -0.65
O 8.815 -3.290 6.711  -0.61
C 8.222 -2.290 6.424  0.56
O 7.217 -1.912 7.096  -0.34
C 6.701 -0.646 6.726  -0.43
C 7.199 -0.505 5.313  -0.47
C 8.498 -1.272 5.308  -0.35
H 7.000 0.113 7.448  0.24
H 5.632 -0.661 6.936  0.29
H 7.259 0.569 5.139  0.31
H 6.442 -0.909 4.642  0.27
H 9.255 -0.543 5.596  0.25
H 8.685 -1.684 4.317  0.29
O -8.092 3.391 4.808  -0.58
C -7.870 2.217 4.587  0.48
O -6.719 1.785 3.979  -0.33
C -6.681 0.360 3.874  -0.36
C -7.789 -0.113 4.761  -0.52
C -8.738 1.046 4.920  -0.31
H -5.768 0.014 4.359  0.23
H -6.553 0.037 2.840  0.30
H -7.370 -0.397 5.726  0.26
H -8.296 -1.012 4.412  0.33
H -9.101 1.002 5.947  0.24
H -9.599 0.959 4.258  0.26
O -7.035 5.874 -0.694  -0.64
C -6.473 5.398 -1.705  0.52
O -7.188 5.206 -2.760  -0.34
C -6.470 4.349 -3.779  -0.31
C -5.050 4.737 -3.397  -0.56
C -4.977 5.101 -1.900  -0.35
H -6.546 4.596 -4.838  0.29
H -6.721 3.293 -3.685  0.22
H -4.756 5.629 -3.950  0.26
H -4.271 3.991 -3.551  0.38
H -4.284 5.936 -1.801  0.26
H -4.730 4.240 -1.278  0.27
O -3.278 6.697 3.873  -0.57
C -2.205 6.491 4.421  0.47
O -1.294 7.469 4.739  -0.35
C -0.262 7.083 5.655  -0.25
C -0.217 5.592 5.355  -0.59
C -1.701 5.148 4.957  -0.43
H -0.391 7.412 6.686  0.25
H 0.719 7.471 5.380  0.24
H 0.185 5.027 6.196  0.35
H 0.458 5.369 4.529  0.28
H -2.320 5.055 5.850  0.20
H -1.907 4.245 4.383  0.39
O 0.408 -4.914 -6.061  -0.57
C 0.238 -5.981 -5.452  0.47
O -0.044 -7.124 -6.182  -0.36
C -0.502 -8.208 -5.342  -0.31
C 0.098 -7.858 -4.001  -0.53
C 0.378 -6.320 -3.988  -0.29
H -0.105 -9.187 -5.609  0.29
H -1.577 -8.350 -5.239  0.23
H 1.016 -8.421 -3.833  0.23
H -0.637 -8.236 -3.291  0.34
H 1.357 -6.125 -3.552  0.28
H -0.457 -5.824 -3.493  0.23
O 2.199 -7.501 3.691  -0.60
C 3.030 -7.190 2.845  0.54
O 3.295 -7.926 1.764  -0.34
C 4.344 -7.449 1.010  -0.38
C 4.551 -6.047 1.429  -0.42
C 3.990 -6.019 2.863  -0.40
H 4.110 -7.498 -0.054  0.29
H 5.258 -8.023 1.159  0.24
H 3.938 -5.384 0.818  0.27
H 5.597 -5.773 1.562  0.29
H 3.346 -5.195 3.171  0.27
H 4.785 -6.140 3.598  0.25
O 4.813 -0.222 -5.282  -0.58
C 5.673 -0.193 -4.435  0.52
O 6.225 0.990 -4.153  -0.33
C 7.005 0.933 -2.976  -0.37
C 6.769 -0.484 -2.408  -0.65
C 6.246 -1.353 -3.559  -0.36
H 6.823 1.639 -2.166  0.29
H 8.018 0.988 -3.376  0.29
H 5.950 -0.601 -1.698  0.27
H 7.637 -0.867 -1.871  0.38
H 5.398 -2.012 -3.375  0.29
H 7.097 -1.778 -4.092  0.24
O 0.823 4.188 -5.189  -0.58
C 1.073 5.214 -4.566  0.47
O 0.608 6.429 -5.032  -0.34
C 0.984 7.466 -4.156  -0.37
C 1.452 6.762 -2.883  -0.58
C 1.953 5.396 -3.392  -0.30
H 0.113 8.115 -4.065  0.29
H 1.896 7.897 -4.570  0.27
H 0.628 6.576 -2.193  0.28
H 2.189 7.409 -2.408  0.33
H 1.962 4.633 -2.614  0.33
H 3.000 5.513 -3.671  0.22
O -3.604 -1.111 -4.893  -0.61
C -4.430 -1.886 -4.373  0.53
O -5.041 -2.857 -5.058  -0.36
C -5.929 -3.593 -4.220  -0.31
C -5.654 -3.032 -2.847  -0.56
C -4.748 -1.809 -2.911  -0.20
H -5.666 -4.649 -4.284  0.25
H -6.986 -3.514 -4.477  0.23
H -5.203 -3.830 -2.258  0.25
H -6.574 -2.897 -2.278  0.36
H -3.925 -1.975 -2.217  0.23
H -5.302 -0.949 -2.535  0.20

Atoms 1-3, force components in eV/Å:
Cl 2.110 1.983 -2.114
O -1.870 -1.987 1.301
O -1.591 1.199 -0.029

- net charge = -1
- E (hartree) = -3519.35821
- orbital gap (Eh) = 0.2734
- highest occupied orbital energy (eV) = -5.710
- energy relative to the best compared isomer or geometry (same formula, charge and spin) (kcal per mole) = 91.1

---

Max |F|, record by record: 3.72, 5.68, 3.65, 5.88 eV Å⁻¹